[1]
{
  "formula": "C29H20Cl3N6SV",
  "method": "wB97M-V/def2-TZVPD",
  "total_charge": 3,
  "orbital_gap_ev": [5.1136, 6.1228],
  "s2": 0.925,
  "spin_multiplicity": 2,
  "e_above_lowest_ev": 1.579,
  "total_energy_ev": -113403.4161,
  "species": ["V", "S", "N", "C", "C", "C", "C", "C", "N", "C", "C", "N", "C", "C", "C", "C", "C", "N", "H", "H", "H", "H", "H", "H", "C", "C", "C", "C", "N", "C", "C", "C", "C", "C", "C", "C", "H", "H", "H", "H", "H", "H", "H", "H", "Cl", "C", "Cl", "H", "H", "Cl", "C", "C", "C", "C", "N", "C", "H", "H", "H", "H"],
  "xyz": [[-0.263, 0.322, -0.321], [5.070, 0.137, 5.256], [3.467, 0.161, 5.377], [2.998, 0.199, 4.135], [1.599, 0.239, 3.767], [0.575, 0.256, 4.716], [-0.716, 0.319, 4.260], [-0.949, 0.350, 2.889], [-0.005, 0.313, 1.950], [1.275, 0.268, 2.409], [2.311, 0.276, 1.407], [1.889, 0.323, 0.122], [2.840, 0.373, -0.819], [4.201, 0.355, -0.562], [4.628, 0.289, 0.745], [3.665, 0.255, 1.753], [4.003, 0.206, 3.158], [5.233, 0.174, 3.657], [0.819, 0.231, 5.770], [-1.557, 0.349, 4.938], [-1.957, 0.420, 2.558], [2.523, 0.439, -1.839], [4.898, 0.395, -1.386], [5.678, 0.272, 1.008], [0.249, 0.425, -4.707], [-1.089, 0.452, -5.070], [-2.045, 0.444, -4.077], [-1.674, 0.405, -2.735], [-0.365, 0.370, -2.388], [0.559, 0.384, -3.372], [-2.662, 0.412, -1.638], [-4.020, 0.484, -1.973], [-5.019, 0.508, -1.027], [-4.683, 0.466, 0.315], [-3.353, 0.391, 0.690], [-2.327, 0.382, -0.251], [1.042, 0.436, -5.442], [-1.383, 0.482, -6.111], [-3.082, 0.469, -4.362], [1.592, 0.366, -3.091], [-4.312, 0.517, -3.010], [-6.055, 0.555, -1.336], [-5.448, 0.487, 1.079], [-3.192, 0.353, 1.747], [-0.111, 2.789, -0.107], [-0.568, 4.428, -0.953], [-0.821, 4.233, -2.637], [0.302, 5.034, -0.731], [-1.470, 4.725, -0.431], [1.923, -4.502, -1.958], [0.702, -3.765, -1.017], [-0.208, -4.515, -0.280], [-1.159, -3.845, 0.471], [-1.190, -2.465, 0.464], [-0.317, -1.742, -0.260], [0.614, -2.386, -0.987], [-0.168, -5.596, -0.303], [-1.882, -4.389, 1.062], [-1.919, -1.919, 1.043], [1.311, -1.794, -1.564]]
}

[2]
{
  "formula": "C3H2CsLiO3",
  "method": "wB97M-V/def2-TZVPD",
  "total_charge": 1,
  "orbital_gap_ev": [5.6375, 5.5642],
  "s2": 0.756,
  "spin_multiplicity": 2,
  "e_above_lowest_ev": 3.075,
  "total_energy_ev": -10030.2653,
  "species": ["C", "C", "O", "C", "O", "O", "Cs", "H", "H", "Li"],
  "xyz": [[3.880, -1.150, -1.347], [2.579, -1.534, -0.954], [1.560, -0.843, -1.416], [0.482, -0.415, -0.514], [0.846, 0.359, 0.357], [4.895, -1.804, -1.026], [-3.661, 0.912, 1.856], [2.396, -2.456, -0.396], [3.930, -0.048, -1.534], [6.252, -2.741, -1.783]]
}

[3]
{
  "formula": "C2H2LiO2Zn",
  "method": "wB97M-V/def2-TZVPD",
  "orbital_gap_ev": [6.6695, 5.7911],
  "s2": 0.754,
  "spin_multiplicity": 2,
  "e_above_lowest_ev": 0.937,
  "total_energy_ev": -54820.8259,
  "species": ["C", "C", "O", "O", "H", "Zn", "Li", "H"],
  "xyz": [[-1.335, 0.312, -0.006], [-0.199, -0.464, -0.474], [1.047, -0.030, -0.124], [-1.214, 1.586, 0.158], [-0.890, -0.110, -1.501], [2.199, -0.997, 1.134], [0.802, 1.250, 1.151], [-0.411, -1.548, -0.337]]
}

[4]
{
  "formula": "C3H9NO2",
  "method": "wB97M-V/def2-TZVPD",
  "orbital_gap_ev": 10.3814,
  "e_above_lowest_ev": 1.358,
  "total_energy_ev": -8841.5974,
  "species": ["C", "C", "O", "O", "H", "H", "H", "H", "C", "N", "H", "H", "H", "H", "H"],
  "xyz": [[2.249, -0.909, 0.904], [1.632, -0.176, -0.251], [1.523, -0.423, -1.414], [1.260, 1.072, 0.241], [3.144, -0.372, 1.186], [2.351, -1.967, 0.668], [1.574, -0.891, 1.756], [0.385, 1.432, 0.168], [-2.315, 0.253, 0.032], [-1.538, 0.768, -1.145], [-1.743, 0.464, 0.934], [-2.440, -0.831, -0.004], [-3.276, 0.753, 0.002], [-0.693, 0.209, -1.124], [-2.114, 0.619, -1.955]]
}

[5]
{
  "formula": "C30H70N10O10",
  "method": "wB97M-V/def2-TZVPD",
  "orbital_gap_ev": 9.5250,
  "e_above_lowest_ev": 10.733,
  "total_energy_ev": -67616.9684,
  "species": ["C", "N", "C", "C", "O", "H", "H", "H", "H", "H", "H", "H", "C", "N", "C", "C", "O", "H", "H", "H", "H", "H", "H", "H", "C", "N", "C", "C", "O", "H", "H", "H", "H", "H", "H", "H", "C", "N", "C", "C", "O", "H", "H", "H", "H", "H", "H", "H", "C", "N", "C", "C", "O", "H", "H", "H", "H", "H", "H", "H", "C", "N", "C", "C", "O", "H", "H", "H", "H", "H", "H", "H", "C", "N", "C", "C", "O", "H", "H", "H", "H", "H", "H", "H", "C", "N", "C", "C", "O", "H", "H", "H", "H", "H", "H", "H", "C", "N", "C", "C", "O", "H", "H", "H", "H", "H", "H", "H", "C", "N", "C", "C", "O", "H", "H", "H", "H", "H", "H", "H"],
  "xyz": [[-7.828, 2.324, -6.749], [-8.602, 1.062, -6.955], [-9.637, 1.047, -8.047], [-8.294, -0.023, -6.281], [-8.971, -1.068, -6.334], [-7.155, 2.328, -5.892], [-8.423, 3.225, -6.603], [-7.165, 2.538, -7.588], [-10.007, 0.082, -8.395], [-10.534, 1.658, -7.944], [-9.134, 1.393, -8.950], [-7.338, 0.207, -5.786], [-7.197, -4.802, 4.254], [-6.639, -4.331, 2.956], [-5.146, -4.122, 3.017], [-7.378, -4.059, 1.871], [-8.629, -4.092, 1.775], [-6.920, -4.234, 5.142], [-6.820, -5.818, 4.374], [-8.279, -4.931, 4.239], [-4.686, -5.061, 3.324], [-4.689, -3.852, 2.065], [-4.833, -3.418, 3.788], [-6.670, -4.043, 1.028], [0.775, 0.943, 9.306], [0.027, 1.454, 8.160], [-0.906, 2.575, 8.487], [0.033, 0.836, 6.963], [0.898, 0.014, 6.661], [0.855, 1.775, 10.007], [1.727, 0.625, 8.881], [0.292, 0.067, 9.737], [-0.344, 3.245, 9.137], [-1.155, 3.185, 7.619], [-1.806, 2.151, 8.934], [-0.647, 1.411, 6.316], [11.006, 0.962, 2.645], [11.496, 0.375, 1.405], [12.536, 1.161, 0.745], [10.852, -0.617, 0.777], [9.879, -1.218, 1.200], [11.779, 1.469, 3.223], [10.343, 0.291, 3.191], [10.442, 1.838, 2.325], [13.448, 1.013, 1.322], [12.845, 0.706, -0.196], [12.315, 2.226, 0.678], [11.299, -0.802, -0.212], [-0.125, -0.403, -2.012], [1.077, -0.018, -1.241], [1.794, -1.106, -0.564], [1.477, 1.271, -1.048], [0.965, 2.276, -1.406], [-0.819, -1.115, -1.565], [0.238, -0.960, -2.875], [-0.731, 0.337, -2.535], [2.009, -1.903, -1.276], [2.758, -0.860, -0.120], [1.130, -1.583, 0.157], [2.431, 1.337, -0.501], [1.827, 7.574, -6.044], [2.089, 6.494, -6.972], [0.986, 5.563, -7.155], [3.304, 6.227, -7.496], [3.496, 5.324, -8.304], [2.632, 8.299, -5.923], [1.556, 7.114, -5.094], [0.930, 8.097, -6.375], [1.184, 4.840, -7.946], [0.777, 5.044, -6.220], [0.146, 6.180, -7.475], [4.083, 6.969, -7.262], [-8.823, 3.317, 2.365], [-7.423, 3.488, 2.018], [-6.911, 3.073, 0.739], [-6.556, 4.047, 2.882], [-5.356, 4.389, 2.746], [-8.953, 2.314, 2.774], [-9.472, 3.180, 1.500], [-9.283, 4.007, 3.073], [-5.933, 3.502, 0.521], [-6.833, 1.988, 0.680], [-7.677, 3.371, 0.023], [-7.099, 4.330, 3.797], [10.268, 7.409, -2.042], [9.006, 7.227, -1.366], [8.229, 6.113, -1.857], [8.742, 7.848, -0.209], [7.827, 7.560, 0.548], [10.705, 6.437, -2.270], [11.080, 7.849, -1.463], [10.263, 7.922, -3.004], [8.179, 6.066, -2.945], [8.678, 5.162, -1.570], [7.321, 6.103, -1.255], [9.509, 8.613, -0.010], [5.513, -7.579, 6.633], [5.378, -6.458, 5.749], [5.357, -5.097, 6.283], [4.988, -6.635, 4.464], [4.707, -7.713, 3.873], [6.503, -7.780, 7.044], [5.118, -8.460, 6.129], [4.993, -7.424, 7.579], [5.153, -4.359, 5.507], [4.691, -4.945, 7.133], [6.376, -4.994, 6.656], [4.864, -5.665, 3.958], [-6.566, -10.063, -5.096], [-6.198, -9.016, -4.139], [-6.446, -9.379, -2.767], [-5.660, -7.876, -4.595], [-5.514, -6.963, -3.872], [-6.128, -9.994, -6.092], [-7.648, -10.117, -5.216], [-6.343, -11.034, -4.654], [-5.947, -8.726, -2.051], [-7.492, -9.369, -2.464], [-6.041, -10.344, -2.460], [-5.375, -8.014, -5.650]]
}